{"formula": "C33H41N5SeTm", "method": "ωB97M-V/def2-TZVPD", "symbols": ["Tm", "N", "N", "C", "C", "C", "C", "H", "H", "H", "C", "C", "H", "H", "H", "C", "C", "H", "H", "H", "C", "H", "H", "H", "C", "H", "H", "H", "C", "H", "C", "H", "C", "H", "C", "H", "C", "C", "H", "C", "C", "H", "C", "H", "N", "C", "C", "C", "H", "C", "C", "H", "H", "H", "C", "H", "C", "C", "H", "H", "H", "C", "H", "H", "H", "C", "N", "C", "C", "N", "C", "C", "Se", "H", "H", "H", "H", "H", "H", "H", "H"], "positions_angstrom": [[0.34636, -0.61142, 0.28331], [1.18159, -3.88457, 4.34101], [0.36772, -1.96741, -1.49657], [1.13558, 1.70232, -0.36711], [2.27350, 0.90608, -0.05770], [2.35294, 0.77184, 1.40247], [3.34611, 0.12677, 2.11274], [4.16965, -0.32464, 1.57351], [3.25374, -2.33635, 3.79930], [3.34113, 0.14976, 3.19862], [1.11997, 1.36490, 1.92257], [0.87733, 1.65862, 3.34825], [1.08423, 2.72061, 3.56314], [1.52731, 1.04800, 3.97994], [-0.16534, 1.46442, 3.62320], [0.40380, 1.94552, 0.85237], [-0.74702, 2.87642, 1.00952], [-1.60466, 2.37743, 1.48448], [-1.07379, 3.27455, 0.04292], [-0.46182, 3.73268, 1.64272], [3.30570, 0.41990, -1.00334], [4.14495, 1.13222, -1.05690], [2.90011, 0.29950, -2.01786], [3.69910, -0.55531, -0.68608], [0.87217, 2.36958, -1.66821], [-0.19621, 2.57106, -1.80520], [1.19373, 1.74108, -2.50548], [1.41594, 3.32761, -1.73794], [0.04500, -4.56232, 4.48523], [-0.16437, -4.98727, 5.47278], [-0.90398, -4.72897, 3.45217], [-1.84275, -5.23525, 3.67099], [-0.60627, -4.21125, 2.18475], [-1.34241, -4.25081, 1.38545], [0.63609, -3.62705, 1.96078], [1.00788, -3.35707, 0.96091], [1.50576, -3.39816, 3.09525], [2.63326, -2.59179, 2.94322], [2.95236, -2.34613, 1.93713], [0.01436, -0.75363, -1.96842], [0.62298, -2.81478, -2.58960], [0.88151, -3.84938, -2.48679], [0.45350, -2.09721, -3.72129], [0.52630, -2.37420, -4.75637], [0.09143, -0.80005, -3.33248], [-0.04281, 0.31827, -4.19489], [0.94960, 0.61435, -5.15057], [0.75895, 1.74163, -5.96159], [1.49524, 1.96710, -6.73653], [-0.33604, 2.59234, -5.79056], [-0.47970, 3.84071, -6.61802], [-1.00382, 4.62452, -6.05521], [-1.05339, 3.65482, -7.53860], [0.50681, 4.22085, -6.90985], [-1.32021, 2.24468, -4.86295], [-2.22287, 2.85517, -4.75921], [-1.19063, 1.11497, -4.05048], [-2.25963, 0.74792, -3.07777], [-2.54027, -0.31102, -3.14600], [-3.14619, 1.34724, -3.31988], [-1.98569, 0.97437, -2.03362], [2.19446, -0.19456, -5.30526], [2.00059, -1.18894, -5.71896], [2.76591, -0.31702, -4.37638], [2.85175, 0.32160, -6.01281], [-0.38753, -1.09541, 4.66151], [-1.70763, -0.52026, 4.52332], [-2.47532, -0.08001, 5.58820], [-3.65136, 0.35961, 5.07805], [-3.59394, 0.17249, 3.70760], [-4.66529, 0.47647, 2.77981], [-2.40310, -0.38270, 3.34171], [-2.03444, -0.97846, 1.60585], [-0.42838, -2.08198, 5.13581], [0.25291, -0.43802, 5.26764], [0.05137, -1.21855, 3.66228], [-2.12028, -0.12538, 6.60061], [-4.52543, 0.76743, 5.54955], [-4.85370, -0.38426, 2.12788], [-5.56100, 0.70284, 3.36662], [-4.41339, 1.34131, 2.15134]], "forces_ev_per_angstrom": [[0.58, -0.08, 1.99], [-0.71, -0.75, 0.76], [0.02, -1.17, -1.65], [0.39, 0.31, 1.18], [-0.53, 0.92, 0.87], [-1.31, 0.38, -0.95], [0.32, 0.48, 0.16], [0.04, -0.02, 0.28], [-0.02, -0.16, -0.24], [0.13, -0.27, -0.29], [0.83, -0.10, -0.87], [-0.16, 0.08, 0.46], [-0.03, -0.16, 0.09], [-0.13, 0.10, 0.04], [0.07, 0.09, 0.13], [1.26, -0.05, -0.73], [-0.29, 0.11, 0.13], [0.06, 0.17, -0.06], [-0.03, -0.07, 0.16], [-0.14, -0.13, -0.10], [0.32, 0.01, -0.32], [0.02, -0.25, -0.08], [0.08, 0.02, 0.19], [0.05, 0.16, -0.12], [-0.07, 0.01, -0.35], [0.18, 0.02, -0.08], [-0.04, 0.21, 0.11], [-0.15, -0.18, 0.01], [-0.05, 0.44, -1.27], [0.12, 0.13, -0.14], [-0.18, -0.11, 1.19], [0.14, 0.10, -0.14], [1.30, 0.45, -0.57], [0.14, -0.20, 0.00], [-1.03, -0.75, 0.27], [-0.41, 0.01, 0.34], [1.27, 1.13, -0.49], [-0.69, -0.90, 0.11], [0.03, 0.12, 0.18], [0.17, -0.15, -0.61], [-0.33, 1.03, 0.47], [0.08, -0.20, 0.10], [-0.09, 0.25, -0.09], [0.00, -0.07, -0.05], [0.31, -0.87, -0.13], [-0.16, 0.14, -0.25], [-0.84, 0.40, 0.19], [-0.19, 0.00, 0.37], [-0.09, 0.02, 0.28], [-0.13, -0.34, -0.02], [-0.04, 0.15, -0.19], [0.15, -0.17, -0.15], [0.13, 0.03, 0.20], [-0.23, -0.01, 0.03], [0.21, -0.17, 0.21], [0.34, -0.07, -0.02], [0.53, -0.05, -0.60], [-0.75, 0.39, 0.26], [0.21, 0.21, 0.13], [0.02, -0.13, 0.09], [0.00, -0.24, -0.44], [0.60, -0.10, -0.38], [0.08, 0.14, 0.13], [-0.34, -0.03, -0.06], [-0.03, -0.10, 0.08], [0.70, -0.38, -0.02], [-0.75, 0.19, -0.79], [-0.22, 0.07, -0.73], [0.36, -0.22, -0.14], [0.28, -0.13, -0.12], [-0.25, 0.11, -0.12], [0.04, -0.03, 1.04], [-1.08, 0.18, 0.97], [-0.10, 0.20, -0.21], [-0.28, -0.14, -0.30], [-0.03, 0.04, 0.37], [0.06, 0.01, 0.01], [0.00, 0.04, 0.05], [0.09, 0.21, 0.18], [0.15, -0.04, -0.13], [0.01, -0.26, 0.17]], "charge": -1, "multiplicity": 3, "lumo_ev": [2.2640, 2.2634], "e_tot_ev": -137211.3016}

=====

{"formula": "C27H32Cl3N4O3SSiV", "method": "ωB97M-V/def2-TZVPD", "symbols": ["V", "C", "C", "C", "C", "C", "C", "C", "S", "O", "O", "N", "C", "C", "C", "C", "C", "N", "H", "H", "H", "H", "H", "H", "H", "H", "H", "H", "H", "Cl", "Si", "Cl", "Cl", "C", "C", "C", "C", "N", "N", "C", "H", "H", "H", "H", "H", "H", "H", "H", "C", "C", "C", "O", "C", "H", "H", "H", "H", "H", "H", "H", "H", "C", "C", "C", "C", "C", "C", "H", "H", "H", "H", "H"], "positions_angstrom": [[-0.18769, -0.25228, 0.27979], [-5.54313, 6.78800, 1.27379], [-4.39629, 5.81469, 1.25103], [-3.32769, 5.97996, 0.37993], [-2.28063, 5.06592, 0.34868], [-2.29701, 3.97626, 1.19958], [-3.34926, 3.80260, 2.09144], [-4.38783, 4.71538, 2.11156], [-1.00687, 2.74757, 1.14049], [0.00512, 3.30328, 0.27228], [-0.68946, 2.44948, 2.50801], [-1.66821, 1.41653, 0.53122], [-2.18178, 1.27088, -0.74139], [-2.99228, 2.17916, -1.43946], [-3.45325, 1.81931, -2.68879], [-3.11109, 0.58302, -3.22989], [-2.32282, -0.25953, -2.46962], [-1.88275, 0.05614, -1.25258], [-5.29660, 7.70368, 0.73661], [-5.81257, 7.05761, 2.29596], [-6.43133, 6.35684, 0.80623], [-3.30906, 6.83506, -0.28655], [-1.44480, 5.19080, -0.32745], [-3.33704, 2.95948, 2.77038], [-5.20662, 4.57963, 2.80961], [-3.24774, 3.13183, -1.00401], [-4.07711, 2.50669, -3.24815], [-3.44708, 0.27321, -4.20915], [-2.01709, -1.23181, -2.83667], [0.68189, -2.11407, -3.22350], [1.16900, -1.97315, -1.08691], [0.99580, -4.09698, -0.61555], [3.29724, -1.94513, -1.19064], [-1.24818, -5.05067, 2.82063], [-1.67727, -3.67675, 2.43365], [-2.82159, -2.94654, 2.68343], [-2.62362, -1.70483, 2.05238], [-1.43815, -1.68010, 1.45289], [-0.88168, -2.87808, 1.71180], [-3.56595, -0.54846, 2.02321], [-2.11670, -5.68142, 3.00311], [-0.64374, -5.03192, 3.72908], [-0.65099, -5.50471, 2.02935], [-3.68308, -3.25577, 3.25095], [-0.01207, -3.12496, 1.25509], [-4.41953, -0.76473, 2.66629], [-3.93217, -0.35961, 1.01288], [-3.07284, 0.36020, 2.36288], [2.45578, 1.24862, -3.57098], [1.12996, 1.88777, -4.02743], [0.31251, 1.99259, -2.72749], [0.98679, 1.17397, -1.77562], [2.37295, 1.36430, -2.05681], [3.33587, 1.74413, -3.98139], [2.48535, 0.19474, -3.84557], [0.62549, 1.26626, -4.76680], [1.28405, 2.87571, -4.46400], [-0.70367, 1.63222, -2.83353], [0.28633, 3.02086, -2.34997], [2.94133, 0.61646, -1.51433], [2.67052, 2.36539, -1.71435], [3.53883, 0.27480, 3.60809], [2.49681, -0.59844, 3.88553], [1.48477, -0.79741, 2.95185], [1.44393, -0.15850, 1.70158], [2.52322, 0.71353, 1.47092], [3.54319, 0.93617, 2.38664], [4.32889, 0.44031, 4.33210], [2.46635, -1.12135, 4.83670], [0.68452, -1.47995, 3.23225], [2.56494, 1.26630, 0.53635], [4.34292, 1.63084, 2.14959]], "forces_ev_per_angstrom": [[-0.19, -0.27, -0.45], [-0.03, 0.03, -0.02], [0.00, -0.04, 0.07], [0.03, 0.01, -0.03], [0.05, 0.07, 0.04], [-0.13, -0.10, 0.03], [0.01, 0.01, -0.02], [-0.02, 0.03, -0.01], [-0.37, -0.02, -0.20], [-0.02, 0.01, 0.02], [0.05, 0.06, 0.00], [0.51, 0.17, -0.02], [-0.01, 0.06, 0.49], [-0.02, -0.06, -0.15], [0.03, 0.02, 0.04], [-0.03, -0.04, 0.01], [-0.05, -0.26, 0.12], [0.15, 0.43, 0.03], [0.01, -0.01, -0.01], [0.01, -0.01, 0.00], [0.00, 0.00, 0.00], [0.00, 0.01, 0.01], [0.00, -0.02, -0.01], [0.01, -0.02, -0.02], [0.00, 0.00, 0.00], [0.00, 0.01, 0.01], [0.00, 0.00, 0.00], [0.00, 0.02, -0.01], [0.02, 0.02, -0.03], [0.11, 0.03, 0.30], [0.04, -0.30, -0.36], [-0.04, -0.10, 0.01], [-0.06, 0.05, -0.08], [-0.02, -0.02, 0.02], [0.04, 0.01, -0.02], [0.04, -0.01, 0.03], [-0.03, 0.07, -0.02], [0.22, 0.05, -0.03], [-0.07, 0.03, -0.10], [-0.03, -0.02, 0.05], [0.00, 0.00, 0.00], [0.00, 0.01, 0.00], [0.00, 0.01, -0.01], [0.00, -0.01, 0.00], [0.02, -0.01, 0.04], [-0.01, 0.03, -0.01], [0.02, -0.01, -0.01], [0.01, -0.01, 0.01], [-0.02, -0.02, 0.00], [0.01, 0.01, 0.00], [0.03, 0.06, -0.03], [-0.09, -0.14, 0.20], [0.02, 0.09, 0.10], [0.00, 0.01, 0.01], [0.02, 0.00, -0.01], [-0.01, -0.01, 0.01], [-0.01, -0.01, -0.01], [0.00, -0.01, -0.04], [0.01, -0.01, 0.02], [0.00, -0.02, -0.02], [0.00, -0.01, 0.00], [0.00, 0.00, 0.00], [0.02, 0.00, -0.03], [-0.08, -0.11, 0.00], [-0.12, 0.23, 0.10], [-0.03, 0.01, -0.08], [0.02, -0.03, 0.03], [0.00, 0.01, -0.01], [0.00, 0.00, 0.00], [-0.01, 0.03, 0.00], [-0.01, 0.04, 0.06], [0.00, 0.00, 0.00]], "charge": -1, "multiplicity": 4, "lumo_ev": [2.3006, 2.3002], "e_above_lowest_ev": 0.573, "e_tot_ev": -122595.8798}

=====

{"formula": "C5H28N2O9", "method": "ωB97M-V/def2-TZVPD", "symbols": ["C", "C", "C", "C", "N", "C", "N", "O", "H", "H", "H", "H", "H", "H", "H", "H", "H", "H", "H", "H", "O", "H", "H", "O", "H", "H", "O", "H", "H", "O", "H", "H", "O", "H", "H", "O", "H", "H", "O", "H", "H", "O", "H", "H"], "positions_angstrom": [[2.99462, -0.01149, 1.44425], [1.84129, -0.80784, 0.86409], [1.04422, 0.02392, -0.23700], [-0.47255, -0.08133, -0.01535], [-1.26308, -0.09164, -1.21017], [-0.87355, 1.24000, 0.75095], [-0.08791, 2.06274, 1.55693], [-1.91548, 1.75584, 0.33344], [3.67651, -0.69618, 2.05788], [3.69203, 0.14799, 0.60916], [2.58593, 0.99080, 1.90510], [1.05329, -1.09565, 1.57302], [2.01775, -1.82920, 0.61536], [1.31056, -0.51079, -1.15077], [1.40974, 1.04522, -0.31295], [-0.68645, -0.90760, 0.69848], [-0.94042, 0.66741, -1.88618], [-2.30760, -0.20735, -1.09984], [-0.40202, 2.99328, 1.65091], [0.20151, 1.59720, 2.41692], [0.70170, 0.06757, 3.87734], [-0.06814, 0.09353, 4.42754], [1.49520, 0.27643, 4.37401], [0.47206, 0.96492, -3.73248], [-0.03578, 0.50346, -4.40398], [0.10081, 1.84604, -3.85837], [2.27458, -1.08259, -3.02850], [1.34200, -1.27291, -3.27008], [2.80031, -1.03904, -3.81268], [-2.39721, 0.52818, 3.30800], [-1.85121, 0.02738, 2.68949], [-3.20081, 0.08463, 3.05286], [3.52255, 1.09778, -3.13713], [3.65044, 0.26529, -2.67989], [2.58149, 1.20139, -2.99582], [-0.35530, -1.80024, -3.12442], [-0.10115, -2.36484, -2.39442], [-0.98502, -1.17674, -2.53340], [-3.64228, -0.54283, 0.17270], [-3.64801, 0.42972, 0.25908], [-4.46994, -0.91508, 0.43117], [-1.65416, -2.30664, 2.66108], [-1.16366, -2.42624, 3.49941], [-1.48120, -3.06283, 2.10233]], "forces_ev_per_angstrom": [[0.57, -0.43, 0.38], [-2.38, 1.37, 0.62], [0.90, -2.51, -0.16], [0.47, 1.33, 1.89], [-0.44, -0.25, -2.03], [-1.86, 2.44, -1.27], [1.04, -2.97, 0.19], [0.21, -0.11, 0.47], [-1.25, 1.27, 0.14], [-0.31, 0.80, 0.06], [1.29, -2.07, -0.69], [0.34, 0.89, 0.90], [1.18, -0.57, -1.31], [-0.27, 0.53, -0.24], [-0.09, 0.00, 0.12], [-0.12, 0.16, -0.92], [-0.94, -1.24, 1.46], [1.98, 0.66, 0.07], [-0.87, 0.70, 0.21], [0.46, 0.31, -0.20], [0.50, -0.14, -1.08], [-0.53, 0.22, 0.81], [-0.17, 0.02, 0.32], [-0.64, 0.78, -0.18], [0.13, -0.76, -0.09], [0.31, 0.37, 0.25], [-0.60, -1.08, 0.80], [0.29, 0.08, -0.02], [0.15, 0.01, -0.90], [0.44, -0.32, -0.22], [0.66, 0.09, 0.08], [-1.07, 0.02, 0.33], [0.71, 0.69, 0.12], [0.22, -0.04, 0.16], [-0.44, 0.10, -0.27], [-1.75, 1.16, 0.99], [0.32, -0.63, 0.04], [1.73, -1.00, -1.06], [0.83, 0.54, -0.13], [-0.09, -0.42, 0.16], [-0.92, -0.05, 0.23], [0.15, 0.44, 0.79], [-0.31, -0.10, -0.84], [0.18, -0.30, 0.00]], "multiplicity": 1, "lumo_ev": 0.1372, "e_above_lowest_ev": 3.876, "e_tot_ev": -27046.1700}

=====

| no. | molecular weight (g/mol) |
| --- | --- |
| 1 | 755.62 |
| 2 | 678.03 |
| 3 | 260.28 |